[1]
ORCA calculation (wB97M-V/def2-TZVPD) on a structure of composition C20H51BNO14V2.

## Properties
Relative energy (zero: lowest compared OMol25 entry of this formula, charge and spin) (kcal per mole): 39.2
Frontier orbital gap (alpha / beta) (eV): 8.13 / 8.29
<S²>: 2.063

Geometry as ORCA input:
```
! wB97M-V def2-TZVPD RIJCOSX def2/J DEFGRID3
* xyz -1 3
O 36.9363 -1.1675 -8.8711
V 36.0000 -2.1452 -9.7304
O 32.7319 0.3836 -12.0167
V 33.0896 -1.1214 -11.6278
C 33.5638 -0.9645 -8.9536
O 32.5608 -1.5330 -9.5333
O 34.3071 -0.4402 -9.8256
O 34.2988 -1.8208 -8.3439
C 35.4889 -2.2348 -12.3784
O 36.6011 -1.9817 -11.8034
O 34.8017 -1.3308 -12.9858
O 34.7023 -2.8048 -11.5827
B 36.8515 -4.0982 -9.0918
H 36.4085 -3.5740 -8.2113
H 37.5877 -3.4109 -9.5736
H 37.3638 -5.0554 -8.7094
H 35.9874 -4.3328 -9.7762
C 34.0523 -3.1125 -16.4032
O 32.8086 -3.1839 -15.7253
C 32.4019 -1.9017 -15.2764
C 31.2802 -2.0820 -14.2689
N 31.8037 -2.5411 -12.9687
C 30.6927 -2.9208 -12.0783
C 29.7290 -1.7969 -11.7693
O 30.4555 -0.6966 -11.2885
C 29.6490 0.3540 -10.8458
H 34.2900 -4.1194 -16.7428
H 34.8361 -2.7699 -15.7196
H 33.9821 -2.4184 -17.2468
H 32.0351 -1.3248 -16.1365
H 33.2423 -1.3254 -14.8749
H 30.5095 -2.7542 -14.6561
H 30.8786 -1.0833 -14.0751
H 32.3220 -3.3807 -13.2421
H 30.9982 -3.4130 -11.1515
H 30.0527 -3.6888 -12.5407
H 28.9923 -2.1016 -11.0186
H 29.1748 -1.5684 -12.6908
H 30.2835 1.1208 -10.4027
H 28.9352 0.0711 -10.0628
H 29.0964 0.8077 -11.6770
C 39.9878 -0.7364 -10.9478
C 39.3050 -0.1724 -12.1842
C 40.2318 0.7627 -12.9399
O 38.9125 -1.1970 -13.0830
H 40.3244 0.0233 -10.2359
H 40.8784 -1.3318 -11.1619
H 39.2830 -1.3427 -10.3688
H 38.4086 0.3508 -11.8340
H 39.7700 1.1385 -13.8534
H 41.1277 0.2179 -13.2597
H 40.6490 1.5631 -12.3252
H 37.9985 -1.3985 -12.8216
C 36.6538 -0.1924 -15.7451
C 36.2928 1.1534 -15.1368
C 35.9098 2.2044 -16.1704
O 35.2127 1.0392 -14.2204
H 37.6922 -0.2478 -16.0803
H 35.9723 -0.3938 -16.5743
H 36.6063 -0.9935 -15.0064
H 37.1206 1.6288 -14.5894
H 36.7326 2.3852 -16.8664
H 35.6066 3.1391 -15.7005
H 35.0635 1.8793 -16.7855
H 35.3479 0.2126 -13.7223
C 35.4845 -5.8689 -13.9054
C 33.9219 -5.8677 -13.9428
C 33.4070 -7.2915 -13.7514
O 33.4305 -5.0108 -12.9314
H 35.8609 -5.6551 -14.9072
H 35.9387 -6.7836 -13.5288
H 35.8306 -5.0758 -13.2380
H 33.5689 -5.5069 -14.9111
H 33.8924 -8.0665 -14.3392
H 32.3328 -7.2532 -13.9752
H 33.3773 -7.6426 -12.7158
H 34.0922 -4.3350 -12.7227
C 33.4579 -7.0008 -9.7704
C 32.3848 -5.9446 -9.8305
C 31.2766 -6.0569 -8.8033
O 32.9521 -4.6278 -9.7945
H 34.1755 -6.7859 -10.5648
H 33.0698 -7.9872 -10.0456
H 33.9356 -7.0610 -8.7927
H 31.9504 -6.0222 -10.8376
H 31.6626 -6.0844 -7.7843
H 30.8494 -7.0587 -8.9545
H 30.4037 -5.4200 -8.9289
H 33.5573 -4.5682 -10.5449
*
```

Mulliken population analysis, charges in e, atoms 1 to 5: O -0.321; V 0.680; O -0.636; V 0.933; C 1.002



[2]
ORCA calculation (wB97M-V/def2-TZVPD) on a cluster of 2 separate species, C26H46ClN5O2P in total.

## Properties
Frontier orbital gap (eV): 5.24

Geometry as ORCA input:
```
! wB97M-V def2-TZVPD RIJCOSX def2/J DEFGRID3
* xyz 1 1
C 1.6711 2.5321 -6.4590
C 0.8936 1.8656 -5.2952
C -0.5119 2.4696 -5.0903
C -1.4528 1.4430 -4.4476
C -2.1867 0.5468 -5.4459
C -3.1736 -0.4018 -4.6930
C -2.7688 -1.8844 -4.7706
C -1.9142 -2.3587 -3.5807
C -2.8315 -2.7011 -2.4044
C -2.0592 -3.1876 -1.1509
C -2.5967 -2.4324 0.0852
C -1.7948 -2.7526 1.3539
C -0.5184 -1.8618 1.4495
C -0.3055 -1.2631 2.8279
N 0.6982 -1.7950 3.4843
N 0.8843 -1.2711 4.6981
C 2.0605 -1.8117 5.4660
N 2.6366 -2.9613 4.8059
C 3.9500 -3.1980 5.4454
C 0.1519 -0.3286 5.2791
N 0.4594 0.1006 6.5530
C -0.3206 -0.1883 7.5446
C -0.9243 0.8614 8.4210
C -0.6441 -1.6160 7.9384
C -0.9344 0.2569 4.5637
Cl -1.8847 1.4994 5.2257
C -1.1551 -0.2156 3.2891
P -2.5213 0.4610 2.1603
O -2.2559 2.0878 2.2521
O -3.8405 0.1824 3.0708
H 2.0909 1.7776 -7.1231
H 1.0271 3.1899 -7.0407
H 2.5071 3.1104 -6.0521
H 0.7982 0.8024 -5.5329
H 1.4506 1.9405 -4.3593
H -0.8844 2.8690 -6.0346
H -0.4078 3.3137 -4.4005
H -0.8794 0.8025 -3.7684
H -2.2083 1.9621 -3.8495
H -2.7672 1.1419 -6.1518
H -1.5101 -0.1009 -6.0071
H -3.3674 -0.0523 -3.6762
H -4.1263 -0.3125 -5.2239
H -3.6817 -2.4864 -4.7710
H -2.2673 -2.0575 -5.7240
H -1.3489 -3.2488 -3.8683
H -1.2212 -1.5756 -3.2578
H -3.3938 -1.7957 -2.1533
H -3.5818 -3.4515 -2.6647
H -1.0202 -2.8694 -1.2808
H -2.1642 -4.2605 -0.9974
H -2.5545 -1.3764 -0.1783
H -3.6596 -2.6504 0.2250
H -2.4268 -2.4639 2.2057
H -1.5662 -3.8113 1.4580
H 0.3596 -2.4481 1.1801
H -0.5787 -1.0579 0.7138
H 1.7424 -2.0775 6.4736
H 2.8174 -1.0274 5.4722
H 2.0827 -3.7694 5.0742
H 3.8193 -3.2640 6.5355
H 4.6529 -2.3938 5.2311
H 4.3954 -4.1303 5.1081
H -1.9926 0.8674 8.1869
H -0.7571 0.6764 9.4808
H -0.5393 1.8321 8.1116
H -1.1634 -2.1053 7.1094
H 0.3089 -2.0914 8.1744
H -1.2586 -1.6504 8.8340
H -1.3398 2.2134 1.9659
H -4.1662 0.9981 3.4809
N 4.1260 5.2416 -4.1730
C 5.1410 6.0262 -4.6492
C 6.2709 5.2566 -4.7173
C 5.9237 3.9535 -4.2689
C 4.5947 3.9761 -3.9431
H 3.1838 5.5471 -4.0174
H 4.9721 7.0601 -4.8966
H 7.2388 5.5890 -5.0524
H 6.5755 3.0991 -4.1956
H 3.9433 3.2046 -3.5683
*
```

Mulliken population analysis, charges in e, atoms 1 to 5: C -0.958; C -0.290; C -0.889; C -0.486; C -0.449



[3]
ORCA calculation (wB97M-V/def2-TZVPD) on the molecule C5H10N2.

## Properties
Relative energy (zero: lowest compared OMol25 entry of this formula, charge and spin) (kcal per mole): 68.0
Frontier orbital gap (eV): 9.27

Geometry as ORCA input:
```
! wB97M-V def2-TZVPD RIJCOSX def2/J DEFGRID3
* xyz 0 1
C -2.5043 0.6461 0.1440
C -1.4529 -0.3761 -0.1343
N -0.4906 0.0716 -0.9051
C 0.6938 -0.7485 -1.1271
C 1.6371 -0.7437 0.0707
C 1.7784 0.4516 0.9317
N 1.1265 -0.7544 1.4282
H -3.4854 0.2361 -0.1190
H -2.3764 1.6331 -0.3369
H -2.5242 0.7818 1.2323
H 0.3336 -1.7642 -1.3048
H -0.4689 1.0255 -1.2830
H 1.2219 -0.4048 -2.0243
H 2.5006 -1.3902 -0.0786
H 2.7351 0.6819 1.3953
H 1.1682 1.3251 0.6976
H 0.1077 -0.6709 1.4131
*
```

Mulliken population analysis, charges in e, atoms 1 to 5: C -0.707; C -0.585; N -0.127; C -0.568; C 0.023



[4]
ORCA calculation (wB97M-V/def2-TZVPD) on a cluster of 2 separate species, C3H6N2O in total.

## Properties
Relative energy (zero: lowest compared OMol25 entry of this formula, charge and spin) (kcal per mole): 39.0
SMILES string: N=C=N.CC=O
Frontier orbital gap (eV): 11.02

Geometry as ORCA input:
```
! wB97M-V def2-TZVPD RIJCOSX def2/J DEFGRID3
* xyz 0 1
N 0.5093 0.7993 -1.8140
C 0.2833 1.8520 -1.2282
N 0.2010 2.9010 -0.5960
H -0.1465 0.0512 -1.5836
H -0.3894 3.6290 -0.9793
C 0.5768 -1.4087 0.9361
C -0.9007 -1.1718 0.8191
O -1.4449 -0.6867 -0.1496
H 1.1249 -0.8497 0.1737
H 0.7666 -2.4814 0.8021
H 0.9338 -1.1393 1.9352
H -1.5142 -1.4949 1.6845
*
```

Mulliken population analysis, charges in e, atoms 1 to 5: N -0.663; C 0.606; N -0.547; H 0.387; H 0.258